{
  "formula": "C32H28BBrF4N3PRu",
  "method": "ωB97M-V/def2-TZVPD",
  "symbols": ["Ru", "C", "C", "C", "C", "C", "C", "P", "C", "C", "C", "C", "C", "C", "C", "C", "C", "C", "C", "C", "C", "C", "C", "C", "H", "H", "H", "H", "H", "H", "H", "H", "H", "H", "H", "H", "H", "H", "H", "H", "C", "C", "C", "C", "N", "N", "C", "H", "H", "H", "H", "H", "H", "H", "H", "F", "B", "F", "F", "F", "Br", "C", "C", "C", "N", "C", "C", "H", "H", "H", "H"],
  "xyz": [[-0.058, 1.066, -0.420], [-3.197, -4.457, 1.499], [-3.767, -3.280, 1.985], [-3.045, -2.110, 1.920], [-1.748, -2.097, 1.382], [-1.162, -3.326, 0.916], [-1.892, -4.406, 0.978], [-0.857, -0.562, 1.384], [-1.678, 0.523, 2.591], [-2.974, 1.104, 2.211], [-3.648, 1.961, 3.125], [-3.026, 2.281, 4.321], [-1.826, 1.726, 4.686], [-1.152, 0.866, 3.806], [0.758, -0.832, 2.102], [0.940, -1.919, 2.919], [2.207, -1.983, 3.591], [3.131, -0.986, 3.462], [2.880, 0.154, 2.638], [3.841, 1.209, 2.490], [3.602, 2.223, 1.636], [2.408, 2.266, 0.868], [1.441, 1.314, 1.014], [1.709, 0.208, 1.886], [-3.764, -5.353, 1.516], [-4.782, -3.247, 2.322], [-3.360, -1.176, 2.297], [-0.169, -3.384, 0.524], [-1.557, -5.399, 0.657], [-3.461, 0.902, 1.294], [-4.596, 2.446, 2.862], [-3.678, 2.821, 5.040], [-1.400, 1.846, 5.667], [-0.190, 0.462, 4.195], [0.138, -2.605, 3.110], [2.566, -2.790, 4.207], [4.089, -1.045, 3.923], [4.750, 1.165, 3.052], [4.363, 3.030, 1.522], [2.148, 3.122, 0.291], [-0.288, -2.349, -4.800], [0.477, -1.776, -3.623], [1.815, -1.441, -3.485], [1.917, -0.969, -2.194], [0.779, -0.994, -1.514], [-0.148, -1.417, -2.485], [3.209, -0.371, -1.617], [0.387, -2.136, -5.694], [-1.234, -1.879, -5.084], [-0.344, -3.401, -4.684], [2.609, -1.663, -4.108], [-1.074, -1.738, -2.133], [4.051, -0.484, -2.382], [3.610, -0.991, -0.758], [3.067, 0.620, -1.135], [-0.906, 3.434, -0.767], [-2.303, 3.178, -0.631], [-2.801, 3.406, 0.574], [-3.046, 3.498, -1.673], [-2.202, 1.496, -0.752], [1.455, 2.924, -7.004], [0.996, 2.492, -5.267], [-0.315, 2.139, -4.946], [-0.529, 1.690, -3.666], [0.461, 1.742, -2.722], [1.658, 2.176, -3.010], [1.986, 2.513, -4.302], [-1.159, 2.100, -5.629], [-1.485, 1.316, -3.248], [2.421, 2.238, -2.249], [2.954, 2.910, -4.484]],
  "atomic_forces_ev_per_a": [[-0.1, 0.3, -1.2], [0.1, 2.0, 0.3], [0.1, -0.9, -0.7], [1.8, -0.1, -0.7], [-0.1, -1.5, 0.1], [0.9, 4.2, 0.1], [-2.7, -4.9, 0.2], [-0.1, 0.7, 0.2], [-2.5, 1.0, -1.7], [1.1, 0.6, 2.6], [1.2, -0.7, -1.6], [-1.7, 0.1, 1.1], [0.4, -0.7, -0.4], [1.1, 0.1, 1.5], [-0.6, -0.5, -0.1], [1.8, 1.1, 0.6], [0.2, -0.1, -0.1], [-0.8, 0.7, -1.0], [1.1, 0.0, 0.1], [-0.6, -1.0, 0.1], [0.7, 1.4, -0.8], [-0.2, 0.2, 0.9], [0.0, -0.9, 0.0], [-0.6, -0.3, 0.3], [-0.2, -0.7, 0.0], [-0.4, -0.1, 0.4], [-0.9, 0.5, 0.4], [0.5, 0.3, -0.2], [0.4, 0.6, -0.1], [-0.1, -0.3, -0.9], [0.4, -0.5, 0.0], [1.0, 0.0, -0.4], [0.0, 0.3, 0.2], [-0.8, 0.2, -0.7], [0.0, -0.4, 0.0], [-0.7, -0.5, 0.1], [0.5, -0.1, 0.5], [0.4, 0.0, 0.3], [-0.8, -0.7, 0.1], [0.3, 0.7, -0.5], [2.1, 1.6, -1.3], [-1.1, 0.3, -0.7], [-2.0, -0.5, 0.8], [2.1, 1.2, 1.5], [-1.3, 0.4, -1.1], [-0.1, -0.5, 1.7], [0.8, -1.6, 0.6], [-0.8, -0.5, 1.0], [0.0, -0.1, 0.7], [-0.4, -1.1, -0.1], [1.2, -0.1, -1.4], [1.1, 0.4, -0.7], [-1.3, 0.8, 0.9], [-0.7, 0.4, -0.8], [0.3, -0.5, -0.8], [-0.5, 0.0, 0.2], [1.0, -1.4, -0.2], [-0.1, 0.3, 0.7], [-0.3, 0.4, -0.9], [0.4, 0.5, 0.2], [0.0, 0.2, -0.7], [-0.2, 0.0, 0.1], [-0.2, -0.7, 0.2], [0.6, 0.2, 1.8], [-2.0, -0.9, 1.0], [0.4, 0.1, -0.8], [-0.5, 0.5, 0.0], [0.5, 0.2, -0.2], [0.5, 0.4, -0.7], [-0.2, 0.0, 0.3], [0.7, 0.0, -0.5]],
  "fmax_ev_per_a": 5.594,
  "spin_multiplicity": 6,
  "s2": 8.7681,
  "de_lowest_ev": 0.464,
  "charge": 1,
  "homo_lumo_gap_ev": [7.7, 6.7]
}

***

{
  "formula": "C32H28Cl2FN4O5PS3",
  "method": "ωB97M-V/def2-TZVPD",
  "symbols": ["C", "C", "C", "Cl", "C", "C", "F", "C", "C", "C", "C", "C", "C", "N", "C", "C", "C", "C", "C", "C", "C", "O", "C", "S", "C", "O", "C", "C", "C", "N", "C", "S", "C", "C", "C", "C", "S", "C", "N", "N", "C", "O", "C", "P", "O", "Cl", "C", "O", "H", "H", "H", "H", "H", "H", "H", "H", "H", "H", "H", "H", "H", "H", "H", "H", "H", "H", "H", "H", "H", "H", "H", "H", "H", "H", "H", "H"],
  "xyz": [[7.845, 1.898, 1.509], [6.703, 1.301, 0.596], [5.374, 0.962, 1.407], [5.423, -0.741, 2.089], [4.070, 1.252, 0.604], [3.123, 2.298, 1.051], [3.438, 2.972, 2.204], [1.907, 2.641, 0.323], [1.542, 1.948, -0.943], [2.447, 0.904, -1.407], [2.168, 0.127, -2.729], [1.920, -1.438, -2.492], [0.379, -1.839, -2.596], [0.037, -2.597, -1.353], [-0.180, -4.037, -1.609], [0.344, -4.914, -0.414], [1.765, -5.201, -0.180], [2.182, -5.995, 0.983], [1.206, -6.556, 1.922], [-0.212, -6.290, 1.707], [-0.619, -5.481, 0.537], [-2.004, -5.279, 0.376], [3.689, 0.557, -0.659], [4.866, -0.714, -1.252], [0.257, 2.411, -1.663], [0.079, 2.426, -2.855], [-0.888, 2.948, -0.725], [-0.527, 3.616, 0.547], [-1.515, 4.150, 1.483], [-1.158, 4.822, 2.740], [-1.732, 4.162, 3.629], [-2.038, 3.284, 4.939], [-2.954, 4.060, 1.160], [-3.333, 3.428, -0.122], [-4.869, 3.401, -0.429], [-5.566, 2.029, -0.054], [-7.165, 2.472, 0.805], [-7.837, 0.928, 1.463], [-6.919, 0.060, 1.936], [-7.632, -1.000, 2.412], [-8.935, -0.746, 2.197], [-9.131, 0.488, 1.561], [-2.320, 2.860, -1.044], [-2.979, 2.048, -2.588], [-2.108, 0.603, -2.697], [-2.541, 3.304, -4.252], [0.991, 3.765, 0.917], [1.413, 4.684, 1.571], [8.870, 1.567, 1.191], [7.682, 1.532, 2.556], [7.820, 3.022, 1.430], [6.455, 1.948, -0.294], [7.106, 0.347, 0.154], [5.349, 1.650, 2.299], [1.378, 0.574, -3.379], [3.126, 0.177, -3.329], [2.431, -1.953, -3.362], [2.408, -1.823, -1.567], [-0.202, -0.888, -2.713], [0.178, -2.474, -3.505], [-0.812, -2.160, -0.977], [0.273, -4.409, -2.564], [-1.293, -4.243, -1.665], [2.526, -4.802, -0.888], [3.264, -6.211, 1.139], [1.484, -7.185, 2.806], [-0.996, -6.667, 2.411], [-2.419, -6.023, 0.847], [4.779, -1.797, -0.393], [-3.710, 4.465, 1.872], [-5.045, 3.611, -1.520], [-5.425, 4.215, 0.124], [-4.928, 1.350, 0.572], [-5.886, 1.542, -1.017], [-9.786, -1.400, 2.480], [-2.636, 0.056, -3.315]],
  "atomic_forces_ev_per_a": [[-0.4, 0.2, -0.3], [0.5, -1.0, -0.3], [0.0, 1.4, -0.3], [-0.1, 0.9, -0.2], [-2.3, 0.2, -1.6], [0.1, -1.0, -1.5], [-0.5, -0.8, -1.3], [0.6, -0.6, 0.0], [2.1, -0.2, 1.9], [0.2, 0.3, 0.2], [1.2, -0.8, 0.2], [-0.3, 0.1, -1.9], [1.2, 0.2, 0.6], [-0.6, 0.5, -1.2], [-0.9, -1.1, 1.2], [0.2, -1.0, 1.3], [-1.7, -0.8, 1.7], [-1.6, 0.1, -0.4], [-1.2, 1.2, -1.6], [1.8, 1.0, -1.7], [1.4, -0.7, 0.9], [1.3, -0.5, 0.0], [-1.0, 1.3, 2.1], [-0.4, 0.1, -0.3], [-0.4, 0.3, 1.0], [0.4, -0.3, 0.6], [-1.3, 1.1, 2.4], [-0.2, -0.2, -0.2], [-1.5, -0.2, -2.4], [-1.9, -2.3, -0.2], [1.9, 0.0, 1.9], [-0.1, 1.3, -2.0], [2.4, -1.3, -2.2], [0.9, 0.4, 1.1], [-0.2, 0.0, -0.1], [-0.2, -0.5, -0.8], [-0.8, -0.3, 0.1], [3.0, -1.0, 0.2], [-2.6, 1.6, -0.7], [-3.4, 0.1, -0.5], [2.4, -0.2, 0.2], [1.8, -0.7, 0.7], [1.4, 0.9, 1.0], [-1.0, -0.6, 0.1], [-0.5, 1.4, -0.3], [0.3, -0.5, 0.9], [-0.5, -0.8, -1.0], [-0.3, -0.6, -0.3], [-1.1, 0.2, 0.2], [0.3, 0.6, -0.8], [0.0, -1.1, 0.5], [0.2, -0.5, 1.1], [-0.7, 0.9, 0.4], [0.0, -0.9, -0.8], [0.6, -0.3, 0.9], [-1.0, 0.2, 0.6], [-0.3, 0.5, 1.0], [-0.8, 0.4, -0.7], [0.2, -1.0, 0.4], [0.3, 0.7, 0.7], [0.4, -0.6, 0.0], [-0.2, 0.7, 0.8], [1.2, 0.0, -0.2], [-0.7, -0.4, 0.7], [-1.0, 0.3, -0.2], [0.0, 0.8, -1.1], [0.8, 0.3, -0.7], [0.0, 0.6, -0.3], [-0.4, 1.2, -0.3], [0.7, -0.4, -0.8], [0.2, -0.3, 1.1], [1.0, -0.6, -0.4], [-0.8, 0.7, -0.6], [0.6, 0.1, 1.1], [0.7, 0.9, -0.4], [0.4, 0.2, 0.4]],
  "fmax_ev_per_a": 3.482,
  "homo_lumo_gap_ev": 7.0
}

***

{
  "formula": "C32H28ClN4O2RuTe",
  "method": "ωB97M-V/def2-TZVPD",
  "symbols": ["Ru", "Cl", "C", "C", "C", "C", "O", "C", "C", "N", "C", "C", "C", "C", "C", "C", "C", "C", "N", "C", "C", "H", "H", "H", "H", "H", "H", "H", "H", "H", "H", "C", "C", "O", "N", "C", "C", "C", "C", "C", "C", "N", "H", "H", "H", "H", "H", "H", "H", "H", "H", "H", "C", "Te", "C", "C", "C", "C", "C", "C", "C", "H", "H", "H", "H", "H", "H", "H", "H"],
  "xyz": [[-0.409, 0.603, -0.379], [3.822, 0.032, 5.464], [2.566, 0.117, 4.341], [1.235, 0.096, 4.782], [0.257, 0.174, 3.829], [0.547, 0.267, 2.438], [-0.468, 0.332, 1.643], [1.933, 0.286, 1.979], [2.365, 0.393, 0.632], [1.562, 0.424, -0.468], [2.097, 0.452, -1.753], [3.432, 0.402, -2.106], [3.815, 0.439, -3.463], [2.896, 0.515, -4.471], [1.517, 0.548, -4.149], [0.485, 0.589, -5.111], [-0.829, 0.577, -4.720], [-1.129, 0.542, -3.356], [-0.183, 0.541, -2.429], [1.136, 0.523, -2.797], [2.900, 0.211, 2.968], [1.014, 0.018, 5.836], [-0.790, 0.158, 4.101], [3.433, 0.445, 0.481], [4.208, 0.324, -1.359], [4.870, 0.399, -3.698], [3.200, 0.540, -5.508], [0.746, 0.619, -6.162], [-1.634, 0.588, -5.440], [-2.149, 0.502, -2.999], [3.950, 0.218, 2.706], [-4.589, 1.546, -1.305], [-3.354, 1.724, -0.477], [-2.489, 0.817, -0.448], [-3.219, 2.853, 0.207], [-2.149, 3.111, 1.167], [-0.957, 3.805, 0.556], [-0.708, 5.147, 0.783], [0.400, 5.738, 0.192], [1.219, 4.965, -0.612], [0.901, 3.630, -0.790], [-0.161, 3.055, -0.221], [-4.677, 0.504, -1.599], [-4.515, 2.165, -2.202], [-5.482, 1.849, -0.760], [-3.924, 3.563, 0.074], [-1.847, 2.154, 1.590], [-2.567, 3.709, 1.974], [-1.370, 5.720, 1.419], [0.617, 6.785, 0.359], [2.092, 5.380, -1.095], [1.519, 2.995, -1.413], [-1.552, -2.904, 1.331], [-0.839, -2.392, -0.608], [0.357, -4.159, -0.503], [-0.199, -4.925, 0.676], [0.223, -6.233, 0.903], [-0.262, -6.947, 1.983], [-1.173, -6.357, 2.851], [-1.593, -5.058, 2.633], [-1.114, -4.335, 1.542], [-2.632, -2.775, 1.345], [-1.109, -2.241, 2.073], [1.410, -3.908, -0.389], [0.211, -4.685, -1.443], [0.933, -6.693, 0.226], [0.066, -7.964, 2.147], [-1.559, -6.914, 3.695], [-2.305, -4.599, 3.309]],
  "atomic_forces_ev_per_a": [[0.5, 0.0, -0.1], [0.0, 0.0, 0.0], [0.0, 0.0, 0.0], [0.0, 0.0, 0.0], [0.0, 0.0, 0.0], [-0.1, 0.0, 0.0], [0.0, 0.0, 0.0], [0.1, 0.0, 0.0], [0.0, 0.0, 0.1], [0.0, 0.0, -0.1], [0.0, 0.0, 0.0], [0.0, 0.0, 0.0], [0.0, 0.0, 0.0], [0.0, 0.0, 0.0], [0.0, 0.0, -0.1], [0.0, 0.0, 0.0], [0.0, 0.0, 0.1], [0.0, 0.0, 0.0], [0.0, 0.0, 0.1], [0.0, 0.0, 0.0], [0.0, 0.0, 0.0], [0.0, 0.0, 0.0], [0.0, 0.0, 0.0], [0.0, 0.0, 0.0], [0.0, 0.0, 0.0], [0.0, 0.0, 0.0], [0.0, 0.0, 0.0], [0.0, 0.0, 0.0], [0.0, 0.0, 0.0], [0.0, 0.0, 0.0], [0.0, 0.0, 0.0], [0.0, 0.0, 0.0], [0.0, -0.1, 0.0], [-0.1, 0.0, -0.1], [0.0, 0.0, -0.1], [0.0, 0.0, 0.0], [0.0, 0.0, 0.0], [0.0, 0.0, 0.0], [0.0, 0.0, 0.0], [0.0, 0.0, 0.0], [0.0, 0.0, -0.1], [-0.1, 0.0, 0.2], [0.0, 0.0, 0.0], [0.0, 0.0, 0.0], [0.0, 0.0, 0.0], [0.0, 0.0, 0.1], [0.0, 0.0, 0.0], [0.0, 0.0, 0.0], [0.0, 0.0, 0.0], [0.0, 0.0, 0.0], [0.0, 0.0, 0.0], [0.0, 0.0, 0.0], [0.1, 0.0, 0.1], [-0.4, 0.0, -0.2], [0.0, 0.1, 0.1], [0.1, 0.0, 0.0], [0.0, 0.0, 0.0], [0.0, 0.0, 0.0], [0.0, 0.0, 0.0], [0.0, 0.0, 0.0], [0.0, 0.0, 0.0], [0.0, -0.1, 0.0], [0.0, 0.1, 0.0], [0.0, 0.0, 0.0], [0.0, 0.0, 0.0], [0.0, 0.0, 0.0], [0.0, 0.0, 0.0], [0.0, 0.0, 0.0], [0.0, 0.0, 0.0]],
  "fmax_ev_per_a": 0.498,
  "spin_multiplicity": 6,
  "s2": 8.8083,
  "de_lowest_ev": 0.000,
  "charge": 2,
  "homo_lumo_gap_ev": [5.9, 4.8]
}